Model one:
ORCA calculation (wB97M-V/def2-TZVPD) on a cluster of 4 separate species, C4H16O4 in total.

XYZ file:
```
24
C4H16O4 | OMol25 | wB97M-V/def2-TZVPD
C 2.3787 0.9763 -6.7023
O 2.5899 2.3771 -7.0245
H 1.7745 0.4157 -7.4156
H 3.4259 0.6794 -6.6444
H 1.9513 0.8568 -5.7068
H 2.1820 2.9147 -6.3418
C 4.1682 0.8113 3.6687
O 4.3768 -0.1417 4.6359
H 4.4783 1.7850 4.0479
H 4.8249 0.8392 2.7991
H 3.1466 0.8119 3.2886
H 3.6088 -0.2143 5.2073
C -1.2198 -2.7603 0.6410
O -1.7329 -1.8570 -0.3529
H -0.3654 -2.2578 1.0944
H -2.0044 -2.9442 1.3750
H -0.7745 -3.7281 0.4105
H -1.1239 -1.5712 -1.0378
C -5.6274 0.5254 2.5163
O -4.2885 1.1048 2.1748
H -6.4797 0.9349 1.9741
H -5.5412 -0.5292 2.2548
H -5.8432 0.4902 3.5841
H -3.9050 0.4812 1.5538
```

Results
- multiplicity = 1
- M (g/mol) = 128.2
- SMILES string = CO.CO.CO.CO

Mulliken population analysis, charges in e, atoms 1 to 4: -0.460 -0.500 0.207 0.210

Model two:
ORCA calculation (wB97M-V/def2-TZVPD) on a cluster of 5 separate species, C4H16O4 in total.

XYZ file:
```
24
C4H16O4 | OMol25 | wB97M-V/def2-TZVPD
C 1.0597 0.7024 -2.1337
C 0.5642 1.2511 -0.8066
C -0.6897 0.5399 -0.4070
C -1.9114 1.0505 -0.4724
H 0.3914 0.8407 -2.9807
H 2.0403 1.1381 -2.3584
H 1.2882 -0.3628 -2.1382
H 0.5456 2.3405 -0.8094
H 1.3220 1.0418 -0.0483
H -0.5382 -0.4726 -0.0529
H -2.8199 0.4739 -0.3071
H -2.1205 2.0162 -0.9283
H 2.8513 -0.5804 2.8598
H 1.5098 -0.4995 3.5884
O 2.4417 -0.7086 3.7186
H -2.5913 -0.8477 -2.4625
H -2.7106 0.1476 -3.5009
O -2.3314 -0.7387 -3.3924
H 0.9175 -1.7585 1.5084
H 2.2099 -1.9898 0.7794
O 1.6228 -1.2738 1.0499
H -1.1152 -1.3807 3.5808
H -1.2648 -0.0888 2.7984
O -0.6715 -0.8407 2.9151
```

Results
- multiplicity = 1
- M (g/mol) = 128.2
- SMILES string = C=CCC.O.O.O.O

Mulliken population analysis, charges in e, atoms 1 to 4: -1.155 -0.361 0.117 -1.103

Which of them is the most stable, and which is the least stable? model two and model one, in that order.

Model one:
ORCA calculation (wB97M-V/def2-TZVPD) on a cluster of 4 separate species, C4H16O4 in total.

XYZ file:
```
24
C4H16O4 | OMol25 | wB97M-V/def2-TZVPD
C 0.5413 -4.8967 0.3050
O -0.1123 -4.2522 -0.8493
H -0.0587 -5.6492 0.8307
H 1.4630 -5.4229 0.0070
H 0.8010 -4.1771 1.0953
H -0.3495 -3.3102 -0.6497
C 1.7823 0.9153 0.6371
O 1.1499 0.6327 -0.6261
H 2.4586 1.7905 0.6590
H 1.0909 0.9068 1.5027
H 2.5107 0.0325 0.8022
H 0.5094 1.3418 -0.7951
C -1.7249 -0.5886 -0.1409
O -0.6929 -1.5149 0.0710
H -1.5185 0.2840 0.4410
H -1.7726 -0.3468 -1.2078
H -2.6371 -1.0507 0.2061
H 0.1067 -0.9373 -0.1245
C -0.9109 4.4798 -0.4374
O 0.1805 3.6569 -0.0144
H -1.7658 3.9175 -0.4779
H -1.2305 5.1634 0.3269
H -0.8532 4.9123 -1.4195
H 1.0326 4.1131 -0.1413
```

Results
- multiplicity = 1
- M (g/mol) = 128.2
- SMILES string = CO.CO.CO.CO

Mulliken population analysis, charges in e, atoms 1 to 4: -0.544 -0.537 0.240 0.238

Model two:
ORCA calculation (wB97M-V/def2-TZVPD) on a structure of composition C4H16O4.

XYZ file:
```
24
C4H16O4 | OMol25 | wB97M-V/def2-TZVPD
O 1.0201 0.0023 0.1014
H 0.2072 -0.3176 0.4927
H 0.8490 0.9252 -0.0865
O 2.4973 -1.1766 -0.5122
H 1.9881 -0.4706 -0.1142
H 2.4850 -0.9825 -1.4494
C -0.4989 1.6653 -2.0196
C -0.0497 2.5467 -0.8651
O 1.1872 2.0015 -0.3274
H -0.5793 0.6112 -1.7541
H 0.1289 1.8431 -2.8928
H -1.5032 1.9955 -2.2850
H -0.8221 2.5876 -0.0971
H 0.1399 3.5688 -1.1928
H 1.7811 2.7345 -0.1496
C -1.3344 -2.8494 1.5487
C -0.4946 -1.5541 1.5034
O -0.9017 -0.5793 0.5798
H -2.3656 -2.5778 1.7749
H -1.0248 -3.5001 2.3666
H -1.1989 -3.4350 0.6394
H 0.5311 -1.8211 1.2493
H -0.3957 -1.0512 2.4654
H -1.6458 -0.1663 1.0240
```

Results
- multiplicity = 1
- M (g/mol) = 128.2

Mulliken population analysis, charges in e, atoms 1 to 4: -0.946 0.826 0.389 -0.810

Which of them is the most stable, and which is the least stable? model one and model two, in that order.

Model one:
ORCA calculation (wB97M-V/def2-TZVPD) on a cluster of 4 separate species, C4H16O4 in total.

XYZ file:
```
24
C4H16O4 | OMol25 | wB97M-V/def2-TZVPD
C 1.1664 -4.2607 1.9537
O 0.6316 -3.8480 0.7256
H 1.7642 -3.3888 2.2190
H 0.2493 -4.4714 2.5038
H 1.8376 -5.1193 1.9295
H 0.3698 -4.6770 0.3182
C 2.3252 0.2938 -1.5399
O 0.9922 0.1470 -0.9664
H 2.9558 0.8196 -0.8229
H 2.6184 -0.7043 -1.8653
H 2.2609 0.8267 -2.4885
H 0.9597 -0.7127 -0.5404
C -0.6526 4.4367 -4.0798
O -0.5465 4.1007 -5.4720
H -1.4308 5.1675 -3.8599
H -0.7277 3.6416 -3.3379
H 0.2874 4.9435 -3.8617
H -0.9686 3.2556 -5.6429
C -2.4271 -0.2771 3.7944
O -2.3968 -0.0563 5.2356
H -1.4965 0.0780 3.3517
H -2.5009 -1.3080 3.4480
H -3.2600 0.3427 3.4624
H -2.0110 0.7700 5.5357
```

Results
- multiplicity = 1
- M (g/mol) = 128.2
- SMILES string = CO.CO.CO.CO

Mulliken population analysis, charges in e, atoms 1 to 4: -0.475 -0.477 0.163 0.244

Model two:
ORCA calculation (wB97M-V/def2-TZVPD) on a cluster of 4 separate species, C4H16O4 in total.

XYZ file:
```
24
C4H16O4 | OMol25 | wB97M-V/def2-TZVPD
C 1.4255 1.5092 0.1679
C 0.1168 0.7908 0.5098
C -0.5794 0.4091 -0.7985
C -2.1036 0.5044 -0.7011
O -0.2619 -0.9917 -1.0312
H 1.2288 2.5044 -0.2323
H 1.9804 0.9939 -0.6175
H 2.0630 1.6305 1.0429
H 0.3698 -0.1147 1.0382
H -0.4866 1.4325 1.1527
H -0.2468 1.0015 -1.6451
H -2.5720 0.5207 -1.6849
H -2.4952 -0.3615 -0.1666
H -2.2873 1.4944 -0.2916
H 0.3501 -1.0603 -1.7698
H 1.8284 -1.5218 1.6079
H 1.7208 -2.5647 0.3789
O 1.6821 -2.4236 1.3223
H -1.5212 -1.5856 -3.4611
H -2.5069 -1.7734 -2.2905
O -2.4430 -1.4903 -3.2112
H 2.3727 0.4045 3.5459
H 0.8991 0.0937 3.8650
O 1.4667 0.5981 3.2699
```

Results
- multiplicity = 1
- M (g/mol) = 128.2
- SMILES string = CC[C@H](C)O.O.O.O

Mulliken population analysis, charges in e, atoms 1 to 4: -1.375 -0.026 0.321 -1.673

Which of them is the most stable, and which is the least stable? model two and model one, in that order.